The following is a quantum chemistry calculation of a structure of composition C12H22ClCuF4N6O8S4 in a non-equilibrium geometry, from OMol25.

Each line ends with the Löwdin charge.
Element x y z (Å)
Cu 4.67 -3.22 -18.26  0.814
C 3.39 -5.95 -8.57  -0.041
C 4.47 -6.77 -9.34  -0.146
N 5.22 -6.02 -10.39  -0.048
C 5.25 -6.45 -11.73  0.006
C 5.97 -5.55 -12.43  -0.016
N 6.50 -4.69 -11.52  -0.089
C 6.12 -5.02 -10.23  0.042
C 7.60 -3.72 -11.81  0.041
H 2.85 -6.52 -7.82  0.082
H 2.68 -5.42 -9.20  0.088
H 3.93 -5.27 -7.91  0.071
H 4.14 -7.67 -9.87  0.116
H 5.24 -7.27 -8.77  0.126
H 4.89 -7.43 -12.01  0.142
H 6.19 -5.60 -13.48  0.148
H 6.41 -4.53 -9.32  0.169
H 8.53 -3.85 -11.25  0.103
H 7.16 -2.81 -11.40  0.102
H 7.68 -3.71 -12.89  0.106
C 4.25 0.46 -24.76  -0.078
C 3.96 1.79 -25.38  -0.172
N 2.60 2.30 -25.17  -0.023
C 2.23 3.56 -24.58  0.035
C 0.85 3.72 -24.70  -0.018
N 0.37 2.56 -25.24  -0.080
C 1.43 1.68 -25.41  0.022
C -1.07 2.27 -25.48  0.027
H 3.75 -0.39 -25.23  0.080
H 3.96 0.37 -23.71  0.094
H 5.31 0.27 -24.89  0.096
H 4.22 1.78 -26.44  0.137
H 4.66 2.45 -24.87  0.130
H 2.98 4.24 -24.22  0.131
H 0.37 4.66 -24.50  0.142
H 1.33 0.70 -25.86  0.170
H -1.07 1.83 -26.48  0.097
H -1.67 3.17 -25.39  0.105
H -1.53 1.45 -24.92  0.104
Cl 9.48 -3.56 -19.32  -0.820
N 2.71 0.08 -15.74  -0.282
S 2.03 0.06 -14.48  0.394
O 0.58 0.18 -14.42  -0.299
O 2.82 0.27 -13.20  -0.349
F 2.15 -1.52 -14.55  -0.255
S 2.65 1.77 -16.02  0.558
O 2.70 2.71 -14.94  -0.256
O 1.91 2.19 -17.15  -0.279
F 4.09 1.57 -16.69  -0.229
N 1.90 -6.65 -20.03  -0.269
S 1.52 -8.07 -20.01  0.388
O 2.38 -8.93 -20.82  -0.308
O 0.19 -8.58 -19.74  -0.284
F 2.33 -8.32 -18.62  -0.255
S 0.99 -6.40 -21.38  0.575
O -0.50 -6.50 -21.24  -0.320
O 1.51 -6.97 -22.61  -0.286
F 1.27 -4.80 -21.54  -0.240

Results
frontier orbital gap = 3.5 eV
LUMO level = -3.25 eV

The following is a quantum chemistry calculation of a structure of composition C28H33N9OS2Zn, from OMol25.

Each line ends with the Löwdin charge.
Element x y z (Å)
Zn 0.08 -0.56 0.58  0.406
C -3.55 5.05 2.49  -0.053
C -2.57 4.12 1.83  -0.282
C -1.21 4.42 1.75  -0.042
C -0.32 3.54 1.20  -0.026
C -0.70 2.28 0.67  -0.266
N 0.25 1.38 0.20  -0.018
C 1.31 1.90 -0.52  -0.243
C 1.10 2.92 -1.47  -0.017
C 2.11 3.48 -2.22  -0.040
C 3.42 3.02 -2.10  -0.281
C 4.54 3.58 -2.94  -0.055
C 3.65 2.00 -1.20  0.007
C 2.64 1.45 -0.41  -0.108
N 3.03 0.42 0.50  -0.050
C 4.25 0.26 1.05  -0.053
C 4.26 -0.95 1.70  -0.044
C 2.98 -1.47 1.50  -0.162
N 2.24 -0.64 0.78  0.021
C -2.07 2.01 0.73  -0.146
C -2.97 2.90 1.32  -0.002
N -2.63 0.79 0.22  -0.055
C -3.84 0.65 -0.36  -0.052
C -4.06 -0.69 -0.56  -0.038
C -2.91 -1.31 -0.06  -0.145
N -2.05 -0.41 0.41  0.016
H -3.32 6.09 2.26  0.076
H -4.57 4.85 2.17  0.074
H -3.52 4.95 3.58  0.081
H -0.85 5.36 2.15  0.114
H 0.74 3.79 1.18  0.120
H 0.08 3.27 -1.60  0.121
H 1.87 4.26 -2.94  0.112
H 4.26 4.55 -3.36  0.073
H 5.45 3.71 -2.35  0.075
H 4.78 2.91 -3.78  0.082
H 4.65 1.58 -1.14  0.115
H 5.02 1.00 0.96  0.124
H 5.08 -1.39 2.25  0.098
H 2.55 -2.40 1.84  0.081
H -4.01 2.61 1.40  0.118
H -4.45 1.51 -0.61  0.127
H -4.91 -1.16 -1.02  0.098
H -2.65 -2.36 -0.05  0.086
C -0.35 -1.58 3.70  -0.215
N -0.42 -1.50 5.16  -0.083
C -1.57 -0.66 5.51  -0.171
N -1.46 0.69 4.94  -0.080
C -1.35 0.57 3.49  -0.166
N -0.19 -0.26 3.07  -0.092
C 1.02 0.38 3.63  -0.167
N 0.96 0.50 5.09  -0.081
C 0.79 -0.84 5.65  -0.167
C -0.22 1.29 5.44  -0.169
H -1.25 -2.05 3.31  0.112
H 0.51 -2.20 3.43  0.089
H -1.64 -0.58 6.60  0.124
H -2.48 -1.13 5.14  0.127
H -1.24 1.57 3.07  0.106
H -2.26 0.12 3.10  0.126
H 1.12 1.37 3.18  0.128
H 1.89 -0.22 3.37  0.101
H 0.75 -0.77 6.74  0.124
H 1.66 -1.45 5.37  0.126
H -0.12 2.29 5.02  0.127
H -0.28 1.38 6.53  0.124
C 0.27 -5.48 -0.84  -0.113
O 0.31 -4.24 -1.55  -0.221
C 0.19 -3.10 -0.88  -1.266
S -0.01 -3.09 0.82  0.641
S 0.26 -1.69 -1.78  0.647
H 0.36 -6.25 -1.60  0.091
H -0.67 -5.59 -0.30  0.074
H 1.10 -5.55 -0.14  0.078

Results
frontier orbital gap = 7.5 eV
LUMO level = 0.63 eV

Look up the frontier orbital gap of the second one. 7.5 eV

Look up the LUMO level of the first one. -3.25 eV